[1]
The following is a DFT calculation (the ωB97M-V functional and the def2-TZVPD basis) of one molecule with the formula C22H31N3O3.

```
59
Properties=species:S:1:pos:R:3:mulliken_charge:R:1
C 0.429 5.309 -1.764 -1.32
C 1.237 4.565 -0.717 -0.11
O 1.055 3.167 -0.918 -0.25
C 1.710 2.360 -0.064 0.49
O 2.401 2.790 0.836 -0.68
C 1.465 0.956 -0.354 1.08
C 0.612 0.448 -1.367 -0.68
C 0.667 -0.918 -1.300 -0.51
C -0.037 -1.886 -2.139 0.15
C 0.632 -2.890 -2.834 -0.12
C -0.064 -3.782 -3.627 -0.92
C -1.443 -3.697 -3.760 1.08
C -2.205 -4.657 -4.620 -1.45
C -2.109 -2.678 -3.086 -0.95
C -1.420 -1.786 -2.290 -0.51
N 1.525 -1.263 -0.276 0.13
C 1.707 -2.603 0.222 -1.14
C 0.437 -3.117 0.917 -0.53
C 0.096 -2.211 2.095 0.41
O 0.602 -2.352 3.188 -0.66
N -0.797 -1.242 1.806 0.06
C -1.212 -0.242 2.764 -1.10
C -0.828 1.164 2.295 0.65
N -0.963 2.152 3.348 -0.10
C -2.342 2.397 3.712 -0.98
C -0.297 3.387 2.988 -0.95
C 2.000 -0.137 0.316 0.43
C 2.921 -0.153 1.479 -1.96
H -0.625 5.061 -1.671 0.31
H 0.555 6.380 -1.631 0.42
H 0.763 5.032 -2.760 0.32
H 2.305 4.800 -0.797 0.32
H 0.912 4.825 0.298 0.23
H 0.055 1.032 -2.071 0.66
H 1.710 -2.955 -2.779 0.56
H 0.476 -4.553 -4.158 0.31
H -3.028 -5.100 -4.062 0.34
H -1.559 -5.453 -4.982 0.35
H -2.628 -4.139 -5.480 0.31
H -3.182 -2.587 -3.188 0.39
H -1.952 -0.998 -1.774 0.42
H 2.531 -2.600 0.936 0.54
H 1.959 -3.273 -0.603 0.42
H 0.633 -4.118 1.301 0.51
H -0.387 -3.161 0.203 0.38
H -1.123 -1.132 0.859 0.14
H -0.702 -0.464 3.703 0.44
H -2.293 -0.324 2.914 0.34
H -1.426 1.430 1.400 0.19
H 0.223 1.144 2.001 -0.60
H -2.784 1.488 4.115 0.31
H -2.371 3.160 4.488 0.35
H -2.952 2.742 2.860 0.33
H -0.328 4.067 3.838 0.43
H -0.771 3.884 2.125 0.30
H 0.744 3.183 2.744 0.25
H 3.851 -0.669 1.235 0.45
H 3.153 0.872 1.752 0.35
H 2.465 -0.651 2.335 0.35
```

Computed properties:
**Multiplicity**: 1
**Energy relative to the best compared isomer or geometry (same formula, charge and spin)**: 159.5 kJ/mol
**SMILES**: CCOC(=O)c1cc(-c2ccc(C)cc2)n(CCC(=O)NCCN(C)C)c1C
**HOMO**: -8.1 eV

---

[2]
The following is a DFT calculation (the ωB97M-V functional and the def2-TZVPD basis) of one molecule with the formula C22H31N3O4S.

```
61
Properties=species:S:1:pos:R:3:mulliken_charge:R:1
C 2.119 -0.721 2.755 -1.73
C 1.000 -0.657 1.724 0.88
C 0.170 -1.938 1.729 -0.87
C -0.797 -2.033 0.542 -1.00
N -0.131 -2.020 -0.743 0.32
C 0.578 -3.245 -1.100 -1.43
C 1.950 -3.351 -0.488 0.57
C 2.289 -4.426 0.324 -0.40
C 3.549 -4.507 0.893 -0.52
C 4.481 -3.511 0.659 -0.48
C 4.154 -2.442 -0.159 -0.79
C 2.899 -2.365 -0.734 -0.14
C -0.097 -1.004 -1.633 0.13
O 0.528 -1.099 -2.676 -0.72
C -0.937 0.250 -1.357 2.82
C -0.343 1.447 -2.117 -0.76
C -1.433 2.380 -2.665 -1.23
N -2.601 2.424 -1.822 0.18
S -2.668 3.577 -0.649 1.23
O -2.278 4.819 -1.249 -0.77
O -3.949 3.471 -0.017 -0.72
C -1.442 3.192 0.578 0.80
C -1.572 2.347 1.717 0.75
C -2.756 1.561 2.137 -1.42
N -0.460 2.359 2.404 -0.69
O 0.407 3.194 1.775 -0.17
C -0.175 3.707 0.685 0.12
C 0.570 4.678 -0.146 -1.39
C -3.279 1.164 -1.610 -0.73
C -2.357 -0.032 -1.865 -1.06
H 1.711 -0.885 3.750 0.39
H 2.676 0.212 2.765 0.39
H 2.806 -1.532 2.522 0.36
H 1.438 -0.514 0.734 0.03
H 0.362 0.199 1.949 -0.14
H -0.416 -1.992 2.648 0.61
H 0.843 -2.796 1.712 0.25
H -1.517 -1.218 0.596 0.22
H -1.359 -2.972 0.618 0.44
H 0.675 -3.240 -2.191 0.44
H -0.037 -4.098 -0.799 0.42
H 1.563 -5.205 0.514 0.37
H 3.800 -5.348 1.523 0.38
H 5.461 -3.570 1.109 0.39
H 4.882 -1.668 -0.351 0.40
H 2.649 -1.544 -1.389 0.48
H -0.961 0.479 -0.290 -1.29
H 0.248 1.064 -2.951 0.65
H 0.328 1.992 -1.452 0.04
H -1.071 3.404 -2.746 0.51
H -1.751 2.049 -3.658 0.37
H -2.745 1.439 3.217 0.47
H -2.741 0.570 1.684 0.13
H -3.658 2.080 1.821 0.43
H 1.320 4.170 -0.752 0.31
H 1.085 5.388 0.497 0.47
H -0.133 5.195 -0.793 0.31
H -3.655 1.166 -0.586 0.39
H -4.146 1.110 -2.281 0.30
H -2.298 -0.236 -2.935 0.33
H -2.775 -0.917 -1.382 0.35
```

Computed properties:
**Multiplicity**: 1
**Energy relative to the best compared isomer or geometry (same formula, charge and spin)**: 229.1 kJ/mol
**SMILES**: CCCCN(Cc1ccccc1)C(=O)C1CCN(S(=O)(=O)c2c(C)noc2C)CC1
**HOMO**: -9.2 eV

---

[3]
The following is a DFT calculation (the ωB97M-V functional and the def2-TZVPD basis) of C22H31N4O6W as an isolated structure.

```
64
Properties=species:S:1:pos:R:3:mulliken_charge:R:1
W 0.493 -0.531 0.150 1.91
C 1.586 2.422 -2.601 -1.19
C 2.629 1.353 -2.262 0.57
C 2.884 0.421 -3.443 -1.62
C 2.389 0.633 -0.959 0.07
C 2.527 -0.758 -0.810 -0.25
C 2.531 -1.397 0.491 -0.56
C 2.464 -0.614 1.665 0.35
C 2.724 -1.200 3.010 -1.59
C 1.976 0.683 1.493 -1.30
C 1.870 1.285 0.182 -0.75
H 1.927 2.976 -3.474 0.50
H 1.451 3.157 -1.806 0.46
H 0.624 1.975 -2.855 0.18
H 3.573 1.878 -2.045 0.37
H 1.999 -0.172 -3.688 0.35
H 3.726 -0.250 -3.276 0.44
H 3.122 1.016 -4.323 0.45
H 2.705 -1.379 -1.678 0.61
H 2.758 -2.453 0.547 0.61
H 3.794 -1.095 3.216 0.39
H 2.499 -2.265 3.039 0.37
H 2.186 -0.677 3.798 0.43
H 1.771 1.294 2.362 0.90
H 1.598 2.327 0.118 0.92
O -1.028 -2.612 -5.496 -0.37
C -0.798 -2.231 -4.402 0.36
C -0.345 -3.109 -3.184 0.01
O -0.170 -4.284 -3.137 -0.45
C -0.190 -2.108 -2.091 1.03
C -0.485 -0.852 -2.471 0.24
O -0.413 0.061 -1.501 0.15
C -0.895 -0.748 -3.897 -0.40
O -1.220 0.225 -4.501 -0.45
O 0.124 -2.236 -0.802 -0.82
C -2.594 2.928 0.338 -1.06
C -1.219 2.250 0.229 -0.16
N -1.244 0.904 0.889 0.45
C -2.520 0.223 0.471 -0.39
C -3.738 0.908 1.112 -1.02
N -3.314 2.294 1.494 0.09
C -2.393 2.214 2.674 -1.00
C -1.335 1.138 2.362 -0.38
H -3.208 2.784 -0.550 0.40
H -2.502 3.995 0.529 0.42
H -0.461 2.847 0.733 0.58
H -0.941 2.136 -0.815 -0.27
H -2.485 -0.822 0.775 0.33
H -2.575 0.268 -0.613 0.44
H -4.084 0.410 2.016 0.33
H -4.568 0.977 0.412 0.43
H -4.135 2.852 1.735 0.33
H -2.980 1.961 3.554 0.42
H -1.960 3.203 2.819 0.36
H -1.579 0.190 2.834 0.44
H -0.371 1.466 2.739 0.13
N -0.565 -3.018 3.460 -0.35
C -0.255 -2.812 2.185 0.29
N 0.075 -3.825 1.404 -0.23
O -0.286 -1.579 1.767 -0.33
H -0.634 -3.943 3.855 0.22
H -0.742 -2.234 4.064 0.21
H 0.067 -4.773 1.752 0.22
H 0.161 -3.678 0.407 0.17
```

Computed properties:
**Total charge**: +3
**Multiplicity**: 1
**Energy relative to the best compared isomer or geometry (same formula, charge and spin)**: 0.0 kJ/mol
**HOMO**: -16.7 eV

---

| no. | Kohn-Sham gap (eV) |
| --- | --- |
| 1 | 8.71 |
| 2 | 9.80 |
| 3 | 6.11 |